Entry 1:
ORCA calculation (ωB97M-V/def2-TZVPD) on one molecule with the formula C4H8IP at a distorted geometry.

The geometry in XYZ format:
```
14
Properties=species:S:1:pos:R:3:nbo_charge:R:1
I -3.366 -0.211 0.092 0.0886
C -1.263 0.017 0.541 -0.5558
C -0.485 -1.131 -0.010 -0.4799
C 1.000 -0.566 -0.150 -0.3881
C 0.938 0.914 -0.748 -0.7583
P -0.560 1.777 -0.157 0.5609
H -1.096 0.195 1.643 0.2336
H -0.757 -1.548 -0.972 0.2251
H -0.440 -2.028 0.756 0.2266
H 1.418 -0.496 0.807 0.1925
H 1.788 -1.252 -0.700 0.2155
H 1.955 1.460 -0.483 0.2474
H 1.010 0.773 -1.862 0.2358
H -0.141 2.094 1.243 -0.0439
```

The calculation puts the largest force on an atom at 0.0682 Eh/bohr. For the energy above the lowest of the compared OMol25 structures with the same formula, charge and spin, the calculation gives 0.184 eV. The total energy comes out at -796.20685 Eh.


Entry 2:
ORCA calculation (ωB97M-V/def2-TZVPD) on one molecule with the formula C12H13NO at a distorted geometry.

The geometry in XYZ format:
```
27
Properties=species:S:1:pos:R:3:nbo_charge:R:1
C -1.803 -2.386 0.273 0.2064
C -2.223 2.488 -0.005 -0.2285
C -2.886 1.490 0.650 -0.1840
C -1.387 2.168 -1.023 -0.1877
C -2.536 0.181 0.407 -0.1991
C -0.787 0.879 -1.223 -0.1915
C -1.413 -0.140 -0.387 -0.1022
C 1.090 -1.708 -0.112 0.2233
C -0.990 -1.505 -0.482 0.2241
C 2.482 -0.589 1.546 -0.5958
C 2.580 -0.091 -0.963 -0.6150
C 1.697 -0.449 0.183 -0.3814
N -2.527 -3.054 0.836 -0.3007
O 0.120 -1.883 -1.160 -0.5077
H -2.571 3.496 0.075 0.2138
H -3.706 1.796 1.332 0.2202
H -1.078 3.071 -1.660 0.2105
H -2.969 -0.521 1.017 0.2261
H 0.042 0.818 -1.834 0.2229
H 1.156 -2.484 0.673 0.1811
H 3.133 -1.466 1.375 0.2051
H 1.851 -0.667 2.451 0.2302
H 3.264 0.231 1.497 0.2161
H 3.111 -0.938 -1.522 0.2283
H 3.348 0.577 -0.537 0.2158
H 2.077 0.402 -1.896 0.2203
H 0.924 0.284 0.489 0.2495
```

The calculation puts the largest force on an atom at 0.1085 Eh/bohr. For the energy above the lowest of the compared OMol25 structures with the same formula, charge and spin, the calculation gives 4.904 eV. The total energy comes out at -594.87331 Eh.


Entry 3:
ORCA calculation (ωB97M-V/def2-TZVPD) on a 10-piece molecular cluster, BH22O9 overall at a distorted geometry.

The geometry in XYZ format:
```
32
Properties=species:S:1:pos:R:3:nbo_charge:R:1
B -25.273 -2.185 28.333 -0.7891
H -26.354 -2.094 28.708 -0.0403
H -24.463 -1.981 29.265 -0.0457
H -25.046 -3.298 27.853 -0.0510
H -25.118 -1.310 27.474 -0.0657
O -25.560 0.773 29.206 -0.9528
H -25.665 -0.170 29.012 0.4976
H -26.409 0.968 28.854 0.4523
O -26.729 -1.380 25.092 -0.9766
H -26.389 -0.824 25.749 0.4645
H -27.088 -2.107 25.646 0.4989
O -27.848 -3.442 26.624 -0.9638
H -27.237 -3.133 27.271 0.5009
H -28.516 -3.891 27.103 0.4754
O -24.910 0.539 24.620 -0.9532
H -24.529 0.095 25.353 0.4724
H -25.562 -0.041 24.312 0.4789
O -23.286 -2.332 25.385 -0.9634
H -23.886 -2.460 26.122 0.4962
H -22.403 -2.474 25.674 0.4666
O -22.095 -3.387 30.272 -0.9503
H -22.001 -2.589 30.864 0.4696
H -23.036 -3.446 30.130 0.4793
O -22.548 -0.053 28.116 -0.9419
H -23.446 -0.268 28.016 0.4854
H -22.478 -0.135 29.079 0.4555
O -26.005 -5.893 26.834 -0.9616
H -25.580 -5.868 27.683 0.4850
H -25.534 -5.379 26.203 0.4760
O -23.881 -5.877 28.944 -0.9645
H -23.268 -5.903 29.682 0.4753
H -23.960 -4.908 28.768 0.4898
```

The calculation puts the largest force on an atom at 0.0506 Eh/bohr. For the energy above the lowest of the compared OMol25 structures with the same formula, charge and spin, the calculation gives 0.774 eV. The net charge is -1. The total energy comes out at -715.21360 Eh.


Entry 4:
ORCA calculation (ωB97M-V/def2-TZVPD) on a 2-piece molecular cluster, C3H5BrN2O4 overall at a distorted geometry.

The geometry in XYZ format:
```
15
Properties=species:S:1:pos:R:3:nbo_charge:R:1
C -2.255 -0.136 -0.689 -0.3502
C -1.207 0.709 -0.290 -0.4822
C 1.241 0.330 0.119 0.0531
N 1.128 -0.654 -0.720 0.4088
N 1.209 0.334 1.497 0.4622
O 1.359 -0.694 -1.888 -0.3303
O 2.146 0.871 1.998 -0.2986
O 0.636 -1.835 -0.199 -0.4971
O 0.263 -0.242 2.076 -0.4187
Br 2.320 1.685 -0.642 0.1464
H -2.805 -0.778 -0.002 0.1913
H 0.519 -1.657 0.833 0.4956
H -2.510 -0.299 -1.729 0.1938
H -0.785 1.264 -1.119 0.2032
H -1.260 1.104 0.755 0.2227
```

The calculation puts the largest force on an atom at 0.1007 Eh/bohr. For the energy above the lowest of the compared OMol25 structures with the same formula, charge and spin, the calculation gives 2.267 eV. The total energy comes out at -3101.47467 Eh.


Entry 5:
ORCA calculation (ωB97M-V/def2-TZVPD) on C2H2Cl3NO as an isolated structure at a distorted geometry.

The geometry in XYZ format:
```
9
Properties=species:S:1:pos:R:3:nbo_charge:R:1
C -0.175 -0.123 0.314 -0.3754
C -0.641 -0.025 1.664 -0.1112
N 1.017 -2.209 0.954 0.2017
O 0.339 -3.136 0.886 -0.2015
Cl -2.244 -0.701 1.903 0.0422
Cl -0.640 1.692 2.326 -0.0225
Cl 0.499 -0.919 2.819 0.0301
H -0.868 -0.389 -0.460 0.2197
H 0.746 0.358 0.045 0.2169
```

The calculation puts the largest force on an atom at 0.0415 Eh/bohr. For the energy above the lowest of the compared OMol25 structures with the same formula, charge and spin, the calculation gives 4.300 eV. The total energy comes out at -1587.81544 Eh.